Computed, not measured: a cluster of 2 separate species, C4H14N in total, with ωB97M-V with the def2-TZVPD basis set.

Geometry as XYZ:
```
19
Properties=species:S:1:pos:R:3:nbo_charge:R:1
H 1.417 0.036 1.377 0.26
H 2.294 0.780 -0.279 0.26
C 0.504 -1.718 -0.111 -0.46
H -0.269 -1.131 -0.734 0.27
H 0.145 -1.611 0.938 0.24
H 3.274 -0.098 0.908 0.25
H -1.943 0.162 -1.004 0.17
C 2.161 -0.076 0.554 -0.46
C -2.440 1.067 -0.757 -0.60
H -2.082 2.760 0.507 0.23
H 2.246 -1.265 -1.161 0.44
H 2.499 -1.936 0.257 0.44
H -2.478 1.711 -1.731 0.22
H -3.371 0.728 -0.401 0.22
H 0.431 -2.782 -0.312 0.25
C -1.788 1.736 0.426 -0.60
H -1.848 1.147 1.369 0.20
H -0.628 1.803 0.372 0.16
N 1.873 -1.313 -0.219 -0.50
```

**Gap between HOMO and LUMO**: 10.7 eV
**E_HOMO**: -14.46 eV
**Net charge**: +1
**LUMO energy**: -3.7 eV